{
  "formula": "C6H25BaO7",
  "method": "ωB97M-V/def2-TZVPD",
  "species": ["Ba", "O", "H", "C", "O", "H", "H", "H", "H", "C", "O", "H", "H", "H", "H", "C", "O", "H", "H", "H", "H", "C", "O", "H", "H", "H", "H", "C", "O", "H", "H", "H", "H", "C", "O", "H", "H", "H", "H"],
  "xyz": [[11.32104, -27.86375, -26.09530], [13.34973, -28.88934, -27.56778], [13.80591, -28.03547, -27.69944], [12.95833, -25.60692, -28.54616], [11.60581, -26.00762, -28.13587], [13.25674, -26.03769, -29.50194], [12.91319, -24.52384, -28.66013], [13.68751, -25.82317, -27.76537], [10.96507, -25.56413, -28.69656], [13.66658, -29.48204, -23.68893], [12.34882, -29.01190, -23.83619], [13.76278, -30.54137, -23.45090], [14.23245, -29.11541, -24.54536], [14.07944, -28.91151, -22.85698], [11.93672, -29.27628, -23.01043], [8.97208, -25.05357, -26.19510], [10.12934, -25.48376, -25.49360], [8.94619, -25.44083, -27.21366], [8.07355, -25.35285, -25.65550], [8.98381, -23.96436, -26.23490], [10.28788, -24.84043, -24.79892], [13.58384, -25.99515, -23.66262], [13.08386, -25.98547, -24.96232], [13.84496, -25.00666, -23.28474], [12.80695, -26.37203, -22.99742], [14.43346, -26.67340, -23.58371], [13.33814, -25.13968, -25.33859], [8.77180, -28.23160, -28.72544], [8.95487, -27.98992, -27.32530], [8.84868, -29.30365, -28.90683], [7.76925, -27.93072, -29.02953], [9.51648, -27.69908, -29.31703], [8.12195, -28.28225, -26.94796], [9.55796, -31.21576, -26.35365], [10.72702, -30.52842, -26.09927], [9.12196, -31.73404, -25.49961], [8.73780, -30.57112, -26.66968], [9.67518, -31.87207, -27.21598], [11.40680, -31.19641, -26.21460]],
  "mulliken_charge": [1.68, -0.35, 0.34, -0.87, -0.29, 0.37, 0.35, 0.29, 0.21, -0.75, -0.36, 0.31, 0.30, 0.34, 0.21, -0.61, -0.37, 0.14, 0.30, 0.36, 0.23, -0.72, -0.29, 0.39, 0.24, 0.23, 0.23, -0.72, -0.33, 0.32, 0.34, 0.25, 0.19, -0.66, -0.35, 0.30, 0.12, 0.37, 0.25],
  "lumo_ev": [-5.562, -9.822],
  "homo_ev": [-17.12, -17.12],
  "relative_energy_kj_mol": 0.00,
  "multiplicity": 2,
  "charge": 2
}

***

{
  "formula": "C25H24CdI2N2O3STe",
  "method": "ωB97M-V/def2-TZVPD",
  "species": ["Cd", "I", "C", "C", "C", "I", "C", "C", "C", "C", "N", "C", "C", "O", "H", "H", "H", "H", "C", "C", "N", "O", "H", "H", "H", "H", "H", "Te", "C", "C", "C", "C", "C", "C", "H", "H", "H", "H", "H", "C", "C", "C", "C", "C", "C", "C", "S", "C", "O", "H", "H", "H", "H", "H", "H", "H", "H", "H", "H"],
  "xyz": [[-0.73797, 0.16984, 1.16091], [3.11300, 3.01937, 3.45393], [3.13939, 0.94844, 2.97727], [4.28943, 0.16766, 3.15453], [4.33851, -1.13889, 2.74858], [6.26986, -1.99411, 2.80313], [3.15071, -1.81629, 2.33579], [3.03087, -3.20461, 2.19907], [1.81438, -3.79631, 1.88323], [0.72548, -2.96444, 1.68270], [0.79581, -1.63282, 1.87393], [1.94904, -1.02907, 2.22586], [1.97558, 0.37541, 2.47820], [0.87781, 1.10414, 2.27568], [5.17410, 0.65937, 3.57338], [3.90512, -3.82260, 2.37705], [1.70950, -4.87966, 1.75220], [-0.24581, -3.35709, 1.36270], [-1.46372, 4.57495, -0.05419], [-0.88061, 3.37949, 0.70049], [0.26609, 3.59823, 1.35499], [-1.50657, 2.28247, 0.66644], [-0.72448, 5.07517, -0.65952], [-1.88593, 5.29513, 0.65429], [-2.27053, 4.19872, -0.69859], [0.66891, 4.53700, 1.42081], [0.65106, 2.84641, 1.95010], [-3.01850, -1.31133, 0.50252], [-4.02863, -1.80057, 2.35739], [-5.24065, -2.54343, 2.30559], [-5.89500, -2.83249, 3.50628], [-5.37311, -2.41038, 4.73085], [-4.15476, -1.69439, 4.76670], [-3.47079, -1.39205, 3.59246], [-5.64616, -2.87196, 1.33330], [-6.81947, -3.39600, 3.45160], [-5.89136, -2.62786, 5.68543], [-3.73834, -1.42694, 5.72990], [-2.51337, -0.83582, 3.59550], [2.80289, 0.37573, -7.14706], [2.10787, 0.56017, -5.82391], [2.16686, -0.35483, -4.77953], [1.50615, -0.15644, -3.57039], [0.71375, 0.95953, -3.41517], [0.62129, 1.88151, -4.44048], [1.36477, 1.71503, -5.59092], [-0.27728, 1.19277, -1.95505], [-1.86664, 0.57827, -2.57738], [0.20926, 0.01800, -1.01986], [3.06235, -0.65807, -7.36067], [3.71705, 0.97201, -7.18679], [2.18683, 0.74724, -7.97973], [2.81296, -1.22093, -4.87338], [1.60140, -0.85016, -2.73952], [0.01387, 2.79666, -4.30376], [1.34840, 2.52872, -6.33686], [-1.81615, -0.50224, -2.63634], [-1.96358, 1.04354, -3.54668], [-2.65093, 0.92081, -1.92699]],
  "mulliken_charge": [2.42, 0.00, -0.49, -0.28, -0.52, 0.05, 1.12, -0.39, -0.79, -0.24, -0.37, 0.09, 0.46, -1.24, 0.31, 0.25, 0.37, 0.35, -1.32, 0.76, -0.15, -0.73, 0.40, 0.40, 0.26, 0.16, 0.26, -0.22, 0.30, -0.49, -0.35, -0.49, -0.46, -0.36, 0.30, 0.34, 0.31, 0.36, 0.15, -1.43, 0.73, -0.61, -0.46, 0.19, -0.41, -0.59, 0.55, -1.03, -1.06, 0.37, 0.30, 0.36, 0.35, 0.43, 0.35, 0.33, 0.31, 0.54, 0.26],
  "lumo_ev": -0.014,
  "homo_ev": -6.75,
  "charge": 0
}

***

{
  "formula": "C31H23N4O7RhS3",
  "method": "ωB97M-V/def2-TZVPD",
  "species": ["Rh", "C", "C", "N", "N", "C", "S", "S", "C", "C", "C", "C", "C", "C", "C", "C", "C", "C", "C", "C", "C", "O", "H", "H", "H", "H", "H", "H", "H", "H", "H", "H", "H", "H", "H", "H", "N", "C", "O", "C", "C", "C", "C", "C", "C", "C", "O", "O", "H", "H", "H", "H", "H", "O", "S", "O", "N", "C", "O", "C", "C", "C", "C", "C", "C", "H", "H", "H", "H"],
  "xyz": [[1.35343, 0.65058, 0.20480], [-2.37791, 2.57705, -1.34897], [-1.21374, 1.64180, -1.30485], [-0.57060, 1.48447, -0.06084], [-1.14452, 2.05092, 0.92507], [-0.52023, 1.99362, 2.11794], [1.03441, 1.35071, 2.33565], [-1.39005, 2.59212, 3.50844], [-2.17424, 1.04826, 4.13305], [-3.49429, 0.74028, 3.50103], [-4.68625, 1.11509, 4.11345], [-5.90937, 0.86428, 3.50963], [-5.95390, 0.22738, 2.27799], [-4.76919, -0.16369, 1.66633], [-3.54994, 0.08462, 2.27176], [-0.79582, 0.92292, -2.45138], [-1.68818, 0.90363, -3.56286], [-1.40476, 0.31258, -4.77073], [-0.17081, -0.31195, -4.94579], [0.72484, -0.34477, -3.90078], [0.47077, 0.22854, -2.63790], [1.41467, 0.09269, -1.76771], [-2.27566, 3.33005, -0.56929], [-3.33287, 2.07032, -1.16532], [-2.43719, 3.06899, -2.31819], [-2.29601, 1.21168, 5.20521], [-1.46332, 0.23742, 3.97168], [-4.65238, 1.62078, 5.07237], [-6.82668, 1.16943, 3.99979], [-6.90638, 0.03215, 1.79870], [-4.79232, -0.67045, 0.70948], [-2.62994, -0.24558, 1.81222], [-2.65900, 1.36028, -3.44219], [-2.13795, 0.33157, -5.56695], [0.08576, -0.77592, -5.89077], [1.68560, -0.83016, -4.01245], [3.66164, -0.58023, 1.43678], [3.45848, -0.05697, 0.39525], [-2.50724, -3.13467, 2.30248], [-1.56688, -3.85179, 1.62263], [-1.74619, -5.21919, 1.42515], [-0.81585, -5.96403, 0.71893], [0.30784, -5.34210, 0.19437], [0.47475, -3.97998, 0.38825], [-0.43955, -3.21024, 1.10627], [-0.17759, -1.71630, 1.29345], [-0.73551, -1.11636, 2.20384], [0.67834, -1.26891, 0.46302], [-3.25404, -3.71666, 2.47953], [-2.63398, -5.69514, 1.83173], [-0.97651, -7.02628, 0.57770], [1.03997, -5.90644, -0.36721], [1.32562, -3.45825, -0.02541], [5.98718, 4.79851, -0.69283], [5.09832, 4.11129, -1.60188], [5.16261, 4.52873, -2.98405], [3.58726, 4.07012, -1.05274], [3.21016, 2.82906, -0.77740], [2.08513, 2.54421, -0.30827], [4.25816, 1.79111, -1.05519], [4.12675, 0.31332, -0.90256], [5.45039, -0.37515, -1.06314], [6.56545, 0.26215, -1.49700], [6.57792, 1.65449, -1.76668], [5.40219, 2.36032, -1.50347], [3.42801, -0.03842, -1.68614], [5.47066, -1.43248, -0.83762], [7.48120, -0.30278, -1.62500], [7.46932, 2.15736, -2.11040]],
  "mulliken_charge": [0.66, -1.92, 0.48, 1.67, -1.18, 0.28, -0.36, -0.22, -0.79, 0.40, -0.51, -0.50, -0.43, -1.14, 0.68, 0.53, -1.41, -0.77, -0.53, -0.78, 0.54, 0.13, 0.42, 0.30, 0.54, 0.59, 0.07, 0.35, 0.35, 0.36, 0.46, 0.21, 0.33, 0.35, 0.37, 0.37, -0.92, 0.32, -0.35, 1.01, -0.90, -0.44, -0.78, -0.41, -0.13, 0.49, -0.57, -0.57, 0.24, 0.27, 0.34, 0.39, 0.40, -0.70, 1.19, -0.70, -0.75, -0.51, -0.51, 0.56, 2.05, -1.22, -0.53, -0.76, 0.32, 0.10, 0.43, 0.36, 0.40],
  "lumo_ev": [4.114, 3.349],
  "homo_ev": [-0.22, -2.55],
  "relative_energy_kj_mol": 56.63,
  "multiplicity": 5,
  "charge": -2
}

***

{
  "formula": "C4H9NO2",
  "method": "ωB97M-V/def2-TZVPD",
  "species": ["C", "C", "C", "C", "N", "O", "O", "H", "H", "H", "H", "H", "H", "H", "H", "H"],
  "xyz": [[0.30551, 1.76316, -1.17846], [-0.41015, 0.49335, -0.77989], [-0.77378, 0.27996, 0.69232], [-0.00384, -1.04374, 0.56026], [0.96797, -1.31169, 1.55388], [-0.78163, -2.19554, 0.43052], [0.47458, -0.65304, -0.75227], [1.17649, 1.92868, -0.53548], [-0.36849, 2.62262, -1.08807], [0.65103, 1.70338, -2.21567], [-1.25394, 0.30562, -1.45890], [-0.28729, 0.99005, 1.36836], [-1.82752, 0.17395, 0.95501], [1.42135, -2.20088, 1.37131], [1.66287, -0.57532, 1.59343], [-0.95317, -2.28055, -0.51634]],
  "mulliken_charge": [-1.38, 0.37, -0.84, 0.93, -0.62, -0.56, -0.53, 0.31, 0.35, 0.32, 0.30, 0.27, 0.25, 0.25, 0.25, 0.35],
  "lumo_ev": 0.934,
  "homo_ev": -9.79,
  "relative_energy_kj_mol": 132.87,
  "charge": 0
}